## A
{
  "formula": "C4H12N3",
  "method": "ωB97M-V/def2-TZVPD",
  "species": ["C", "C", "C", "C", "N", "N", "N", "H", "H", "H", "H", "H", "H", "H", "H", "H", "H", "H", "H"],
  "xyz": [[0.86441, -0.58809, -0.10118], [1.31045, -1.98265, -0.11036], [-2.37002, 0.48659, 1.36019], [-1.47201, 0.09286, 0.30964], [-0.33342, -0.25664, 0.11403], [-2.68420, 0.52934, -1.53788], [2.86430, 1.48348, -0.20885], [1.61996, 0.23721, -0.21144], [2.08919, -2.10872, 0.64317], [0.50351, -2.68646, 0.07094], [1.78688, -2.20927, -1.06683], [-2.76806, 1.47618, 1.12773], [-1.86163, 0.50481, 2.32673], [-3.21886, -0.19537, 1.41014], [-3.53735, 0.05806, -1.25095], [-2.22274, -0.06248, -2.22554], [2.67799, 2.21923, -0.88244], [2.99450, 1.92741, 0.69301], [3.75712, 1.07450, -0.46013]],
  "total_charge": 1,
  "lumo_energy_ev": [-4.96, -5.29]
}

***

## B
{
  "formula": "C4H12N3",
  "method": "ωB97M-V/def2-TZVPD",
  "species": ["H", "N", "C", "C", "N", "C", "N", "C", "H", "H", "H", "H", "H", "H", "H", "H", "H", "H", "H"],
  "xyz": [[1.10214, -1.86610, 0.83019], [0.80773, -1.20474, 1.58517], [0.37015, -0.06806, 1.36580], [0.43201, 1.09360, 2.26533], [-0.41456, 0.22729, 0.11468], [-0.49629, 1.45056, -0.68870], [-0.55039, -1.01152, -0.61779], [0.11158, -1.30562, -1.90742], [-0.52277, 1.45853, 2.52297], [1.04928, 0.89601, 3.09937], [0.90243, 1.91988, 1.65911], [-1.14103, 1.13662, -1.50502], [-1.00304, 2.05659, -0.03709], [0.56934, 1.93025, -1.00863], [-0.51982, -1.78815, 0.16838], [-1.53558, -0.94042, -0.88445], [-0.06662, -0.37014, -2.42965], [1.19480, -1.44789, -1.96046], [-0.28935, -2.16670, -2.57180]],
  "total_charge": 1,
  "lumo_energy_ev": -3.34
}

***

## C
{
  "formula": "C4H12N3",
  "method": "ωB97M-V/def2-TZVPD",
  "species": ["N", "C", "C", "N", "C", "C", "N", "H", "H", "H", "H", "H", "H", "H", "H", "H", "H", "H", "H"],
  "xyz": [[2.56444, -0.89242, -0.73770], [1.44438, -0.17498, -1.18661], [0.63270, 0.49958, -0.29590], [1.27251, 0.34558, 1.09124], [-0.78220, 0.97451, -0.33301], [-1.76239, 0.13738, 0.59216], [-2.86207, -0.58564, 0.00949], [3.50626, -0.79518, -1.12193], [2.31986, -1.91716, -0.87073], [1.33630, -0.03164, -2.19343], [0.65645, 0.80547, 1.78099], [1.37985, -0.58445, 1.37230], [2.20015, 0.85225, 1.14933], [-1.10881, 0.61327, -1.27194], [-0.98366, 2.05211, -0.20929], [-0.97779, -0.56220, 0.89465], [-2.01638, 0.79591, 1.41887], [-3.18964, -1.46547, 0.17872], [-3.62998, -0.06692, -0.26722]],
  "total_charge": 1,
  "lumo_energy_ev": -3.34
}

***

## D
{
  "formula": "C4H12N3",
  "method": "ωB97M-V/def2-TZVPD",
  "species": ["C", "C", "C", "N", "H", "H", "H", "H", "H", "H", "H", "H", "N", "C", "N", "H", "H", "H", "H"],
  "xyz": [[0.53162, -0.81187, 1.33322], [-0.10602, -1.40630, 0.13343], [-1.12667, -0.99857, -0.58406], [0.57407, -2.67886, -0.28495], [0.14280, 0.18852, 1.47863], [0.32361, -1.39591, 2.23211], [1.61312, -0.73331, 1.21020], [-1.49856, -1.58199, -1.41381], [-1.59080, -0.04768, -0.36581], [0.62525, -3.33941, 0.49830], [1.53697, -2.46803, -0.56455], [0.11142, -3.14065, -1.07068], [0.83531, 2.73780, -0.68434], [-0.41827, 2.72028, -0.13012], [-1.43312, 2.31569, -0.76990], [0.96610, 2.26472, -1.56519], [1.62443, 2.71701, -0.05532], [-0.41690, 3.11756, 0.88866], [-2.29437, 2.54098, -0.28580]],
  "total_charge": 1,
  "lumo_energy_ev": -3.73
}

***

Least stable structure: A

***

## A
{
  "formula": "C4H12N3",
  "method": "ωB97M-V/def2-TZVPD",
  "species": ["C", "C", "N", "N", "N", "C", "C", "H", "H", "H", "H", "H", "H", "H", "H", "H", "H", "H", "H"],
  "xyz": [[1.32397, -1.30588, 1.28215], [0.43010, -0.12100, 1.10640], [-0.85392, -0.44599, 1.75487], [0.34114, 0.13393, -0.27777], [-0.29591, -0.80473, -1.20431], [-0.69628, 0.72189, -1.05498], [-0.36280, 1.86302, -1.91257], [1.80901, -1.37752, 2.31932], [0.61507, -2.19586, 1.23488], [2.07749, -1.32555, 0.54214], [0.92537, 0.74934, 1.63948], [-0.73609, -0.74185, 2.72535], [-1.47931, 0.31549, 1.61796], [-0.98718, -1.45683, -0.79350], [0.25343, -1.28544, -1.85135], [-1.76719, 0.77724, -0.76933], [0.73743, 1.76890, -2.39744], [-0.29479, 2.77192, -1.28714], [-1.03953, 1.95891, -2.67415]],
  "total_charge": 1,
  "lumo_energy_ev": -3.15
}

***

## B
{
  "formula": "C4H12N3",
  "method": "ωB97M-V/def2-TZVPD",
  "species": ["N", "C", "N", "H", "H", "H", "H", "C", "C", "C", "N", "H", "H", "H", "H", "H", "H", "H", "H"],
  "xyz": [[1.36178, 1.58645, 0.46352], [2.14780, 0.51814, 0.80579], [2.87219, -0.14440, -0.07514], [1.11199, 2.08931, 1.28284], [1.71164, 2.17311, -0.26569], [2.18763, 0.26473, 1.88802], [3.58739, -0.62326, 0.46304], [-2.73786, -0.68917, 0.25914], [-1.21438, -0.49563, 0.33626], [0.37969, -0.49407, -1.55398], [-0.71937, -0.11745, -1.00102], [-3.25031, 0.24923, 0.02555], [-3.00015, -1.48836, -0.50713], [-3.10558, -1.01567, 1.21530], [-0.91417, 0.31468, 0.99386], [-0.69753, -1.39796, 0.67566], [0.61964, -0.04781, -2.49255], [0.91602, -1.26672, -1.02761], [-1.25642, 0.58487, -1.48581]],
  "total_charge": 1,
  "lumo_energy_ev": -4.46
}

***

Least stable structure: A

***

## A
{
  "formula": "C4H12N3",
  "method": "ωB97M-V/def2-TZVPD",
  "species": ["C", "N", "C", "C", "N", "C", "N", "H", "H", "H", "H", "H", "H", "H", "H", "H", "H", "H", "H"],
  "xyz": [[1.55218, 1.79268, 0.33591], [1.54798, 0.36635, 0.16284], [0.83400, -0.58436, 0.07515], [1.24102, -1.94435, 0.11841], [-0.92749, -0.46034, -0.15193], [-1.33109, 0.12463, -1.35978], [-1.73384, 0.05432, 0.94993], [0.85631, 2.33115, -0.30547], [2.60035, 2.03707, 0.32512], [1.18355, 1.93404, 1.34450], [2.16884, -2.06300, -0.36617], [1.39329, -2.44881, 1.14976], [0.62244, -2.61425, -0.40753], [-0.63560, 0.92178, -1.67983], [-1.22138, -0.54274, -2.18080], [-2.33390, 0.47400, -1.46059], [-1.06050, 0.48500, 1.66639], [-2.38369, -0.66979, 1.25393], [-2.37245, 0.80660, 0.53018]],
  "total_charge": 1,
  "lumo_energy_ev": -3.66
}

***

## B
{
  "formula": "C4H12N3",
  "method": "ωB97M-V/def2-TZVPD",
  "species": ["C", "C", "N", "C", "N", "C", "N", "H", "H", "H", "H", "H", "H", "H", "H", "H", "H", "H", "H"],
  "xyz": [[-2.58930, 0.59237, 0.17182], [-1.64044, -0.43185, -0.37550], [-0.32060, -0.33243, 0.23945], [0.85439, -1.04501, -0.41791], [2.10790, -0.68792, 0.14538], [2.46548, 0.57717, 0.28282], [1.56805, 1.39399, 0.05250], [-3.43445, 0.84611, -0.46968], [-2.95735, 0.24823, 1.08738], [-2.00768, 1.55309, 0.48853], [-1.72610, -0.32054, -1.48195], [-2.02858, -1.55979, -0.18095], [-0.33177, -0.75455, 1.16443], [0.88702, -0.62561, -1.45596], [0.71874, -2.20357, -0.38453], [2.84553, -1.35918, 0.44771], [3.49240, 0.77095, 0.45102], [0.50129, 0.93021, -0.02842], [1.59547, 2.40834, 0.26388]],
  "total_charge": 1,
  "lumo_energy_ev": -2.97
}

***

Least stable structure: A

***

## A
{
  "formula": "C3H11N2O2",
  "method": "ωB97M-V/def2-TZVPD",
  "species": ["N", "C", "C", "N", "C", "O", "H", "H", "H", "H", "H", "H", "H", "H", "H", "H", "H", "O"],
  "xyz": [[-0.69845, -1.69984, -0.75573], [-0.48245, -0.57941, 0.18923], [1.01965, -0.51259, 0.38873], [1.48827, 0.49468, 1.09880], [0.73190, 1.47104, 1.89017], [1.71161, -1.36826, -0.15058], [0.19257, -1.99324, -1.10918], [-1.24550, -1.36228, -1.56098], [-1.28264, -2.41622, -0.32899], [-0.74517, 0.31887, -0.33591], [-1.09754, -0.68240, 1.07674], [2.48004, 0.59189, 1.23328], [-0.26147, 1.60482, 1.45791], [1.22724, 2.42135, 1.92765], [0.54262, 1.06352, 2.88537], [-0.81727, 0.66231, -3.31553], [-1.50478, 1.42722, -2.12642], [-1.25864, 0.55856, -2.46457]],
  "total_charge": 1,
  "lumo_energy_ev": -3.20
}

***

## B
{
  "formula": "C3H11N2O2",
  "method": "ωB97M-V/def2-TZVPD",
  "species": ["N", "C", "C", "C", "N", "O", "H", "H", "H", "H", "H", "H", "H", "H", "H", "H", "H", "O"],
  "xyz": [[1.59719, -3.34673, 2.89827], [-0.58360, 1.09474, 0.95751], [-0.72415, 2.47482, 1.31916], [-0.07694, 0.57218, -0.33130], [0.55066, 1.40376, -1.17665], [-0.24721, -0.60843, -0.54212], [1.20472, -2.79104, 3.64204], [1.45386, -4.32551, 3.09699], [2.58030, -3.14512, 2.81429], [-1.05348, 0.35981, 1.61049], [-1.17027, 2.59028, 2.29738], [0.19163, 3.04416, 1.13496], [-1.37455, 2.88927, 0.52750], [0.94610, 0.97551, -2.01428], [0.67286, 2.38717, -0.98428], [-0.86914, -1.54333, -3.75311], [-0.96607, -0.73878, -2.41080], [-0.76093, -0.67694, -3.34984]],
  "total_charge": 1,
  "lumo_energy_ev": -8.34
}

***

Least stable structure: B

***

## A
{
  "formula": "C4H11NO2S",
  "method": "ωB97M-V/def2-TZVPD",
  "species": ["C", "N", "C", "O", "C", "C", "S", "H", "H", "H", "H", "H", "H", "H", "H", "H", "O", "H", "H"],
  "xyz": [[-1.29957, -0.34367, 2.20307], [-0.09277, -1.07182, 1.80532], [0.49393, -0.84628, 0.47381], [1.32142, -1.67703, 0.12656], [-0.10005, 0.18985, -0.55905], [-0.56951, -0.56251, -1.80351], [-0.85091, 0.67047, -3.21311], [-2.18579, -0.85227, 2.12349], [-1.27156, -0.33444, 3.44277], [-1.33309, 0.69447, 1.89504], [0.33452, -1.69252, 2.54159], [0.81071, 0.81657, -0.79676], [-0.84713, 1.00758, -0.41678], [-0.07401, -1.45310, -2.23564], [-1.51473, -0.97660, -1.47843], [-1.54080, 1.70355, -2.64766], [2.96966, 1.82104, -0.83607], [2.93077, 2.01378, 0.16180], [2.81890, 0.89295, -0.78643]],
  "total_charge": 0,
  "lumo_energy_ev": 0.60
}

***

## B
{
  "formula": "C4H11NO2S",
  "method": "ωB97M-V/def2-TZVPD",
  "species": ["N", "C", "C", "O", "C", "C", "S", "H", "H", "H", "H", "H", "H", "H", "H", "H", "O", "H", "H"],
  "xyz": [[-1.06366, 1.47100, 1.97254], [-0.22057, 1.27571, 0.77235], [1.25642, 1.45811, 1.12399], [1.97458, 0.54731, 1.42988], [-0.43146, -0.13222, 0.18052], [-1.54991, -0.18217, -0.85064], [-1.87033, -1.89733, -1.35725], [-1.15972, 0.60947, 2.48979], [-0.68074, 2.18893, 2.57393], [-0.54705, 2.05936, 0.09257], [1.69316, 2.47504, 1.05037], [0.52254, -0.42283, -0.25120], [-0.56081, -0.78987, 0.99786], [-1.27039, 0.43264, -1.70554], [-2.42751, 0.31124, -0.42982], [-1.10120, -1.89082, -2.44848], [2.95070, -0.19768, -1.17159], [3.05456, -1.15084, -1.31091], [3.59929, 0.16763, -1.79112]],
  "total_charge": 0,
  "lumo_energy_ev": 0.55
}

***

## C
{
  "formula": "C4H11NO2S",
  "method": "ωB97M-V/def2-TZVPD",
  "species": ["C", "C", "C", "C", "N", "O", "O", "S", "H", "H", "H", "H", "H", "H", "H", "H", "H", "H", "H"],
  "xyz": [[-1.47379, 1.22384, 0.71234], [-1.69428, -1.33394, 0.12653], [1.25723, 0.48357, -1.04992], [-1.01110, 0.03283, -0.12918], [0.40060, -0.24786, -0.10214], [3.15434, -1.14096, -0.32204], [2.46253, 0.88498, 1.14641], [2.92401, 0.47931, -0.15446], [-1.78176, 2.10254, 0.09076], [-2.33542, 0.84825, 1.30499], [-0.88931, 1.56321, 1.51348], [-1.32707, -1.63185, 1.12127], [-1.26582, -2.16520, -0.51598], [-2.74872, -1.26082, 0.18636], [1.62576, -0.04648, -1.98947], [0.82134, 1.50366, -1.23658], [-1.33949, 0.44801, -1.10199], [0.78518, 0.07792, 0.75636], [2.43578, -1.82102, -0.35674]],
  "total_charge": 0,
  "lumo_energy_ev": 0.77
}

***

## D
{
  "formula": "C4H11NO2S",
  "method": "ωB97M-V/def2-TZVPD",
  "species": ["C", "N", "C", "O", "C", "C", "S", "H", "H", "H", "H", "H", "H", "H", "H", "H", "O", "H", "H"],
  "xyz": [[0.00000, 0.00000, 0.00000], [-0.61338, -1.16952, 0.68664], [-1.86948, -1.50096, 0.48190], [-2.63772, -0.79221, -0.21852], [-2.36975, -2.79962, 1.16578], [-3.70742, -2.78721, 1.92464], [-3.68217, -4.30188, 2.98963], [0.97127, 0.29905, 0.42872], [-0.69036, 0.85813, 0.06030], [0.14869, -0.25796, -1.06206], [-0.01875, -1.76813, 1.26509], [-2.37248, -3.60461, 0.40589], [-1.61081, -3.05945, 1.92863], [-3.79498, -1.95238, 2.64632], [-4.65986, -2.84860, 1.36382], [-4.11820, -3.67986, 4.10563], [7.14041, -0.38726, 2.19547], [6.22950, -0.74355, 2.30291], [7.47180, -0.27223, 3.11482]],
  "total_charge": 0,
  "lumo_energy_ev": 0.53
}

***

Least stable structure: C

***

## A
{
  "formula": "C4H11NO2S",
  "method": "ωB97M-V/def2-TZVPD",
  "species": ["C", "C", "C", "S", "N", "C", "O", "H", "H", "H", "H", "H", "H", "H", "H", "H", "O", "H", "H"],
  "xyz": [[0.78581, -2.05380, 0.76112], [0.88554, -0.70126, 0.05263], [0.71034, 0.45193, 1.01211], [1.01887, 2.10352, 0.30970], [-0.09399, -0.74977, -1.06332], [-0.16761, -0.07852, -2.23803], [0.56310, 0.81711, -2.60440], [0.68063, -2.87318, 0.04220], [-0.00351, -2.25626, 1.49615], [1.68840, -2.17392, 1.35926], [1.85805, -0.69639, -0.44177], [-0.20659, 0.47395, 1.60040], [1.49350, 0.35946, 1.75543], [-0.02234, 2.07680, -0.52577], [-0.75570, -1.49594, -1.00828], [-1.01515, -0.39424, -2.87260], [-2.71431, 2.15315, 1.04696], [-2.68941, 2.23695, 0.08273], [-2.01565, 2.80039, 1.23547]],
  "total_charge": 0,
  "lumo_energy_ev": 0.62
}

***

## B
{
  "formula": "C4H11NO2S",
  "method": "ωB97M-V/def2-TZVPD",
  "species": ["C", "C", "C", "C", "S", "O", "O", "H", "H", "H", "H", "H", "H", "H", "H", "N", "H", "H", "H"],
  "xyz": [[0.09074, -0.68680, 1.44070], [0.58172, -0.31279, 0.03907], [-0.08008, -0.80856, -1.18702], [0.99221, 1.16612, 0.04580], [2.26442, 0.02460, -0.04896], [3.00140, -0.24014, -1.28012], [2.93456, -0.11360, 1.18542], [-0.88249, -0.30785, 1.60696], [0.76746, -0.37757, 2.31948], [0.16182, -1.77670, 1.33505], [0.32144, 0.06407, -1.90071], [-1.06218, -0.49238, -1.12379], [-0.08305, -1.78670, -1.65096], [0.94285, 1.63153, 1.00794], [0.68532, 1.81355, -0.84175], [-2.17754, 0.99011, -0.63990], [-3.21811, 1.11765, -0.60968], [-1.49770, 1.76824, -0.83077], [-1.88607, 0.67543, 0.29280]],
  "total_charge": 0,
  "lumo_energy_ev": 0.59
}

***

Least stable structure: B